P | This record from the Open Molecules 2025 dataset describes a structure of composition C4H9NO2S. The level of theory is ωB97M-V/def2-TZVPD.

Structure (XYZ):
```
17
Properties=species:S:1:pos:R:3:nbo_charge:R:1
O 2.38491 0.43241 1.43927 -0.539
C 1.39468 -0.11881 1.83680 0.549
N 0.52727 -0.87572 1.08939 -0.639
C 0.22488 -0.84248 -0.26806 0.293
C -0.37526 -1.87966 -0.96892 -0.507
S -2.14150 0.76260 0.12513 -0.960
C 0.79950 0.36689 -1.03070 -0.111
O 0.07031 0.83683 -2.09701 -0.720
H 1.17762 -0.10785 2.91107 0.143
H -0.29146 -1.15626 1.59770 0.431
H -1.01540 -0.75596 -0.81377 0.411
H -0.46661 -2.81392 -0.41818 0.250
H -0.25104 -2.13611 -2.00827 0.290
H -2.86652 1.83685 0.34979 0.162
H 0.95975 1.11632 -0.25577 0.212
H 1.80134 0.11950 -1.40301 0.219
H -0.64594 1.41638 -1.77301 0.516
```

Computed properties:
charge: 0
frontier orbital gap: 6.7 eV


Q | This record from the Open Molecules 2025 dataset describes a structure of composition C4H9NO2S. The level of theory is ωB97M-V/def2-TZVPD.

Structure (XYZ):
```
17
Properties=species:S:1:pos:R:3:nbo_charge:R:1
C -0.56339 0.54535 -1.86326 -0.612
C 0.77775 -0.12008 2.03684 -0.494
C -0.45848 0.44328 -0.32605 -0.429
C 0.92167 -0.14946 0.08863 -0.044
N 2.01564 0.72623 -0.27074 0.481
O 1.76840 1.90571 -0.27196 -0.396
O 3.06822 0.23722 -0.54615 -0.356
S 1.48821 -1.79688 -0.32230 0.063
H -1.53755 0.94909 -1.98315 0.216
H 0.31132 1.14124 -2.03895 0.214
H -0.48167 -0.42055 -2.30747 0.211
H 0.67354 0.91964 2.19392 0.203
H -0.13450 -0.56359 2.31190 0.200
H 1.59768 -0.57528 2.34088 0.197
H -1.34097 -0.06880 0.02034 0.215
H -0.29348 1.35032 0.07972 0.229
H 0.27425 -2.00517 0.08795 0.101
```

Computed properties:
charge: 0
frontier orbital gap: 9.1 eV


Which structure is the least stable? The one labeled Q.


P | This record from the Open Molecules 2025 dataset describes the ion C7H14N with charge +1. The level of theory is ωB97M-V/def2-TZVPD.

Structure (XYZ):
```
22
Properties=species:S:1:pos:R:3:nbo_charge:R:1
C -0.57951 -1.78991 3.92892 -0.328
C -0.85595 -0.86999 3.00896 -0.232
C -0.28749 -0.99468 1.66020 -0.159
C -0.14219 -0.02507 0.76009 -0.240
C 0.50699 -0.22104 -0.58178 -0.478
C 0.36389 0.97850 -1.47755 -0.016
C -0.98647 1.23855 -2.07110 -0.688
N 1.48234 0.84026 -2.54683 -0.676
H -0.93239 -1.59936 4.93690 0.211
H -0.28817 -2.80933 3.72239 0.204
H -1.25578 0.10244 3.27350 0.208
H 0.31269 -1.90582 1.59162 0.196
H -0.56305 0.90627 1.11624 0.213
H 0.05392 -1.11960 -1.01752 0.239
H 1.52897 -0.58752 -0.41822 0.224
H 0.66378 1.90214 -0.98507 0.226
H -1.35009 2.25639 -2.01219 0.256
H -1.73382 0.64137 -1.52354 0.270
H -1.23042 0.68280 -2.98391 0.247
H 1.60068 1.70196 -3.07367 0.443
H 1.35794 0.10685 -3.25050 0.437
H 2.33411 0.56480 -2.05694 0.442
```

Computed properties:
charge: +1
frontier orbital gap: 8.1 eV
SMILES string: C=C/C=C/C[C@H](C)[NH3+]


Q | This record from the Open Molecules 2025 dataset describes the ion C7H14N with charge +1. The level of theory is ωB97M-V/def2-TZVPD.

Structure (XYZ):
```
22
Properties=species:S:1:pos:R:3:nbo_charge:R:1
C -1.01383 3.36217 1.42773 -0.346
C -0.72556 2.78661 0.27517 -0.242
C 0.34697 1.76818 0.09618 -0.176
C 0.26378 0.70005 -0.70357 -0.225
C 1.24840 -0.44794 -0.60946 -0.451
C 0.77838 -1.45995 0.52044 -0.433
C 0.32222 -2.77970 -0.06588 -0.219
N -0.99707 -2.63178 -0.83426 -0.680
H -1.76805 4.09192 1.68412 0.218
H -0.53018 3.08477 2.36390 0.188
H -1.15123 3.15732 -0.65167 0.213
H 1.12433 1.85126 0.84600 0.203
H -0.45014 0.69868 -1.51087 0.196
H 1.50269 -0.90998 -1.55876 0.212
H 2.11889 0.02893 -0.14719 0.241
H 1.67659 -1.72808 1.06695 0.247
H 0.12116 -0.92112 1.19694 0.242
H 1.04564 -3.20073 -0.75690 0.232
H 0.19788 -3.47212 0.76388 0.235
H -1.59158 -1.91016 -0.43739 0.455
H -1.44005 -3.54269 -0.74176 0.443
H -0.83293 -2.59537 -1.82946 0.447
```

Computed properties:
charge: +1
frontier orbital gap: 8.2 eV
SMILES string: C=C/C=C/CCC[NH3+]


R | This record from the Open Molecules 2025 dataset describes a cluster of 2 separate species, C7H14N in total. The level of theory is ωB97M-V/def2-TZVPD.

Structure (XYZ):
```
22
Properties=species:S:1:pos:R:3:nbo_charge:R:1
C -2.07032 1.27061 -0.83806 -0.635
C -1.85304 -2.10639 -0.12488 -0.464
C -1.93270 0.39498 0.38789 -0.270
C -1.71680 -0.85317 0.27531 0.038
C 2.33990 1.38705 0.84018 -0.715
C 1.66178 -0.97951 0.84664 -0.711
C 2.05609 0.17630 0.02388 0.528
N 2.32703 -0.05417 -1.22492 -0.625
H -2.77262 0.84873 -1.60501 0.241
H -1.01046 1.37739 -1.14887 0.200
H -0.90677 -2.71624 -0.20200 0.189
H -2.68281 -2.76111 -0.12530 0.241
H -1.98957 0.81677 1.36777 0.233
H 1.44230 1.95104 0.80429 0.281
H 2.52844 1.24165 1.96155 0.277
H 3.13777 2.00733 0.49961 0.269
H 1.61684 -2.04923 0.37306 0.269
H 2.11591 -0.71987 1.77660 0.267
H -2.56980 2.19921 -0.73296 0.237
H 2.07132 -0.89699 -1.70509 0.431
H 2.74644 0.56977 -1.83788 0.421
H 0.61849 -0.74378 0.91671 0.297
```

Computed properties:
charge: +1
frontier orbital gap: 8.4 eV


S | This record from the Open Molecules 2025 dataset describes the ion C7H14N with charge +1. The level of theory is ωB97M-V/def2-TZVPD.

Structure (XYZ):
```
22
Properties=species:S:1:pos:R:3:nbo_charge:R:1
C 2.26058 1.62819 1.68411 -0.317
C 1.68712 0.53405 1.18277 -0.264
C 0.20636 0.39618 1.29071 -0.057
C -0.42271 -0.11954 2.33642 -0.339
C -0.54935 0.61660 -0.01807 -0.466
C -0.75266 -0.68034 -0.83479 -0.016
C -1.87990 -0.63034 -1.85964 -0.650
N 0.57568 -0.89798 -1.59450 -0.700
H 3.29712 1.88899 1.68772 0.220
H 1.56162 2.34481 2.07354 0.205
H 2.21585 -0.31659 0.74669 0.183
H -0.08441 -0.23163 3.36063 0.229
H -1.43487 -0.48858 2.25222 0.194
H -0.08585 1.40617 -0.61983 0.229
H -1.55218 0.97996 0.19440 0.254
H -0.91974 -1.57263 -0.26614 0.230
H -1.84071 0.21639 -2.54572 0.230
H -1.97275 -1.56243 -2.40146 0.230
H -2.83478 -0.56429 -1.29794 0.259
H 0.75022 -0.10242 -2.24240 0.451
H 0.51183 -1.69176 -2.25793 0.439
H 1.26352 -1.15283 -0.87078 0.456
```

Computed properties:
charge: +1
frontier orbital gap: 9.7 eV
SMILES string: C=CC(=C)C[C@@H](C)[NH3+]


Which structure is the least stable? The one labeled R.


P | This record from the Open Molecules 2025 dataset describes the ion C7H14N with charge +1. The level of theory is ωB97M-V/def2-TZVPD.

Structure (XYZ):
```
22
Properties=species:S:1:pos:R:3:nbo_charge:R:1
C -2.16770 -0.63044 -0.77115 -0.225
C -2.19042 -0.12552 0.68254 -0.378
C -0.82708 0.45832 1.18464 -0.536
C -0.08638 1.38894 0.31437 0.245
C 1.20176 1.15517 -0.14297 -0.381
C 1.96552 0.06365 0.23509 0.205
C 3.32437 -0.34169 -0.23443 -0.716
N -1.08699 -1.52359 -1.07267 -0.880
H -3.14982 -1.02656 -1.02084 0.234
H -2.11553 0.26166 -1.42061 0.178
H -2.90456 0.71064 0.71789 0.214
H -2.64954 -0.83321 1.37094 0.240
H -0.78606 0.80034 2.22365 0.288
H -0.35403 2.44230 0.25893 0.234
H 1.65908 1.71468 -0.95731 0.262
H 1.77471 -0.38481 1.20666 0.216
H 3.28252 -0.99856 -1.10356 0.290
H 3.91400 0.54764 -0.48371 0.269
H 3.86302 -0.84361 0.56742 0.258
H -0.28456 -0.49230 1.21975 0.230
H -1.14888 -2.50016 -1.22818 0.402
H -0.17820 -1.14088 -1.13802 0.352
```

Computed properties:
charge: +1
frontier orbital gap: 5.6 eV


Q | This record from the Open Molecules 2025 dataset describes a cluster of 2 separate species, C7H14N in total. The level of theory is ωB97M-V/def2-TZVPD.

Structure (XYZ):
```
22
Properties=species:S:1:pos:R:3:nbo_charge:R:1
C 1.61933 0.06071 0.63524 -0.406
C 0.90992 1.08817 -0.18711 -0.193
C 0.09587 -0.40959 0.17990 -0.209
C -0.06548 -1.48441 -0.83595 0.109
C -1.83774 1.01627 3.26553 -0.659
C -0.69588 0.99822 2.19659 -0.115
C -0.92547 0.07119 1.18208 -0.226
N 0.60548 -1.29978 -4.96138 -1.030
H 2.43674 -0.36006 0.02074 0.255
H 1.50653 -0.03209 1.74107 0.269
H 1.36093 1.20829 -1.17024 0.241
H 0.72079 2.10597 0.20204 0.264
H 0.43569 -2.48386 -0.68086 0.225
H -0.68510 -1.51621 -1.77242 0.231
H -1.60534 1.73150 4.06382 0.239
H -2.78860 1.37607 2.79994 0.239
H -1.98525 0.01558 3.65213 0.237
H 0.17892 1.64233 2.54937 0.239
H -1.94683 -0.29578 1.27324 0.254
H 0.39936 -0.37454 -4.71228 0.346
H 0.77260 -1.82519 -4.07366 0.329
H 1.49356 -1.23278 -5.36780 0.361
```

Computed properties:
charge: +1
frontier orbital gap: 5.5 eV


Which structure is the least stable? The one labeled Q.


P | This record from the Open Molecules 2025 dataset describes a cluster of 2 separate species, C5H9N3O in total. The level of theory is ωB97M-V/def2-TZVPD.

Structure (XYZ):
```
18
Properties=species:S:1:pos:R:3:nbo_charge:R:1
C 0.20984 -1.87899 1.64693 0.002
N 1.12347 -2.02042 0.79830 -0.448
C 1.72773 -1.01424 0.05856 0.682
C 1.37580 -1.07494 -1.40984 -0.715
O 2.56556 -0.27851 0.52734 -0.578
H -0.11034 -2.74580 2.21867 0.167
H -0.26287 -0.92017 1.86543 0.178
H 1.61138 -2.06309 -1.80486 0.237
H 0.30782 -0.90048 -1.53617 0.233
H 1.94225 -0.31707 -1.94580 0.234
C -2.67710 1.31098 -0.68538 -0.035
N -1.46775 1.62640 -0.49517 -0.315
N -0.59729 1.10246 0.40659 -0.337
C 0.18635 2.08259 0.71516 -0.126
H -3.26600 0.73404 0.02354 0.163
H -3.22762 1.71489 -1.52148 0.188
H 1.08169 1.80398 1.26243 0.228
H -0.52290 2.83839 -0.12424 0.241
```

Computed properties:
charge: 0
frontier orbital gap: 9.6 eV
SMILES string: C=NC(C)=O.C=NN=C


Q | This record from the Open Molecules 2025 dataset describes an isolated molecule of C5H9N3O. The level of theory is ωB97M-V/def2-TZVPD.

Structure (XYZ):
```
18
Properties=species:S:1:pos:R:3:nbo_charge:R:1
C 2.72362 0.13259 -0.59907 -0.210
O 1.90115 -0.70810 -0.13892 -0.491
C 1.06242 -0.27375 0.77863 0.139
C -0.31797 -0.83689 0.77696 -0.113
N -1.18490 -1.70485 -0.00914 -0.491
C -2.13099 -0.96179 -0.43359 0.261
N -2.27540 0.41828 -0.37705 -0.504
N -1.26083 1.35610 0.25668 -0.449
C -0.07653 0.49046 0.06841 -0.156
H 3.25855 0.81883 0.26361 0.133
H 3.41491 -0.40131 -1.23909 0.197
H 2.13602 0.91957 -1.11973 0.154
H 1.38424 -0.01858 1.79751 0.199
H -0.75492 -0.59661 1.65710 0.174
H -3.09808 -1.29836 -0.93262 0.180
H -2.98430 0.76117 -0.91615 0.383
H -1.84170 1.50685 1.14785 0.381
H 0.04474 0.39640 -0.98138 0.211
```

Computed properties:
charge: 0
frontier orbital gap: 9.1 eV
SMILES string: CO[C@@H]1[C@@H]2N=CNN[C@H]21


R | This record from the Open Molecules 2025 dataset describes a cluster of 2 separate species, C5H9N3O in total. The level of theory is ωB97M-V/def2-TZVPD.

Structure (XYZ):
```
18
Properties=species:S:1:pos:R:3:nbo_charge:R:1
C -1.15975 0.40299 0.68332 -0.279
C -1.85192 1.42465 1.44153 0.484
C 0.56051 -1.98409 -0.59131 -0.615
C 1.71181 -1.00442 -0.80119 -0.492
C 1.28250 0.31983 -1.37554 0.034
N 0.01813 2.20717 0.39621 -0.039
N -2.86815 1.41016 2.16225 -0.790
N -0.08290 0.97274 0.20759 -0.133
O -1.07358 2.55170 1.27469 -0.353
H -1.27202 -0.71032 0.82581 0.217
H -0.03109 -1.82196 0.20314 0.218
H -0.16007 -1.97388 -1.37807 0.217
H 0.85769 -3.03791 -0.27380 0.229
H 2.35800 -1.44065 -1.65808 0.250
H 2.44417 -0.85134 0.10566 0.245
H 2.00348 1.12110 -1.39212 0.223
H 0.57835 0.18607 -2.26506 0.223
H -3.31514 2.22816 2.43498 0.359
```

Computed properties:
charge: 0
frontier orbital gap (alpha / beta): 5.9 / 5.9 eV


S | This record from the Open Molecules 2025 dataset describes an isolated molecule of C5H9N3O. The level of theory is ωB97M-V/def2-TZVPD.

Structure (XYZ):
```
18
Properties=species:S:1:pos:R:3:nbo_charge:R:1
C 1.69141 -0.40936 1.14419 -0.642
C 0.65580 0.89244 -0.81522 0.522
C -1.75169 0.70928 -0.20506 0.699
C 0.50917 -0.45097 0.19804 0.091
N -0.90948 0.15466 0.91365 -0.643
C 0.21169 -1.62356 -0.46529 -0.753
O -1.00705 1.21781 -1.13613 -0.595
N 1.50727 1.31341 -1.57608 -0.669
N -2.98019 0.42881 -0.12310 -0.728
H -0.60986 0.92103 1.51407 0.408
H -1.44672 -0.54460 1.42092 0.443
H 1.30196 1.92127 -2.35658 0.400
H -3.48544 0.72291 -0.95329 0.364
H 1.71666 0.52287 1.71298 0.204
H 1.66184 -1.24614 1.84121 0.230
H 2.61738 -0.47329 0.57533 0.249
H -0.66564 -1.68810 -1.09538 0.204
H 0.98287 -2.36847 -0.59424 0.218
```

Computed properties:
charge: 0
frontier orbital gap: 7.3 eV


Which structure is the least stable? The one labeled Q.


P | This record from the Open Molecules 2025 dataset describes an isolated molecule of C5H9N3O. The level of theory is ωB97M-V/def2-TZVPD.

Structure (XYZ):
```
18
Properties=species:S:1:pos:R:3:nbo_charge:R:1
H 1.14789 0.39495 2.31550 0.345
N 1.25551 1.05494 1.54502 -0.603
C 0.75392 0.67256 0.45625 0.256
C 0.74045 1.58285 -0.73123 -0.684
C 0.32981 -0.84168 0.15462 0.296
C 1.47542 -1.78778 0.07706 -0.670
N -0.87670 -1.16291 0.10490 -0.477
C -1.81149 -0.07461 0.37655 0.761
N -2.53593 0.25324 -0.74399 -0.844
O -2.09288 0.25929 1.50062 -0.584
H -0.28514 1.89780 -0.92293 0.241
H 1.33939 2.46533 -0.52029 0.241
H 1.12478 1.08823 -1.62300 0.216
H 2.04292 -1.75866 1.00646 0.239
H 1.09958 -2.79342 -0.09792 0.236
H 2.14613 -1.48862 -0.72784 0.231
H -3.50164 0.49070 -0.57519 0.404
H -2.35200 -0.25221 -1.59459 0.396
```

Computed properties:
charge: 0
frontier orbital gap: 10.1 eV
SMILES string: [H]/N=C(C)\C(C)=N/C(N)=O


Q | This record from the Open Molecules 2025 dataset describes an isolated molecule of C5H9N3O. The level of theory is ωB97M-V/def2-TZVPD.

Structure (XYZ):
```
18
Properties=species:S:1:pos:R:3:nbo_charge:R:1
C 0.24591 2.66136 0.27388 -0.471
C 0.72361 1.49191 -0.13799 0.005
N -0.09410 0.32674 -0.33952 -0.503
C 0.37684 -0.93773 -0.61760 0.309
N 1.57260 -1.42130 -0.40748 -0.457
C 2.46205 -0.81459 0.52954 -0.460
C -1.42536 0.52851 -0.34304 0.193
N -2.38062 -0.22275 0.19393 -0.123
O -1.73531 -1.45104 0.50154 -0.630
H -0.77941 2.80506 0.56076 0.215
H 1.03470 3.40349 0.51962 0.225
H 1.72363 1.29390 -0.50083 0.222
H -0.21994 -1.46475 -1.33078 0.188
H 2.07520 0.08707 1.07090 0.175
H 2.82380 -1.44425 1.33123 0.208
H 3.41550 -0.61843 0.01068 0.204
H -1.88961 1.38450 -0.82864 0.204
H -2.28491 -2.19384 0.79750 0.495
```

Computed properties:
charge: 0
frontier orbital gap: 9.3 eV
SMILES string: C=CN(/C=N\C)/C=N\O


Which structure is the least stable? The one labeled Q.